#P
{
  "formula": "C4H10NOS",
  "method": "ωB97M-V with the def2-TZVPD basis set",
  "homo_energy_ev": -2.620,
  "mol_weight_g_mol": 120.20,
  "smiles": "CN[C@@H](CO)C[S-]",
  "lumo_energy_ev": 3.644,
  "charge": -1,
  "multiplicity": 1,
  "elements": ["C", "N", "C", "C", "O", "C", "S", "H", "H", "H", "H", "H", "H", "H", "H", "H", "H"],
  "coordinates": [[-2.021, -0.239, -1.128], [-0.567, -0.425, -1.138], [0.055, 0.154, 0.054], [0.295, -0.879, 1.171], [0.817, -0.327, 2.343], [1.366, 0.955, -0.171], [3.028, 0.361, 0.399], [-2.448, -0.405, -2.122], [-2.240, 0.818, -0.958], [-2.429, -0.822, -0.307], [-0.174, 0.154, -1.869], [-0.664, 0.862, 0.524], [1.008, -1.594, 0.726], [-0.658, -1.400, 1.324], [1.785, -0.269, 2.156], [1.497, 1.092, -1.246], [1.349, 1.963, 0.241]]
}

***

#Q
{
  "formula": "C4H10NOS",
  "method": "ωB97M-V with the def2-TZVPD basis set",
  "homo_energy_ev": [-2.908, -2.929],
  "mol_weight_g_mol": 120.20,
  "lumo_energy_ev": [3.789, 3.781],
  "charge": -1,
  "multiplicity": 1,
  "elements": ["C", "C", "C", "C", "N", "O", "S", "H", "H", "H", "H", "H", "H", "H", "H", "H", "H"],
  "coordinates": [[-0.848, 0.839, 0.859], [-1.074, -0.219, -1.376], [0.337, -1.241, 0.406], [-0.097, 0.092, -0.185], [1.023, 0.817, -0.633], [1.804, 1.456, 1.205], [2.147, 0.013, -1.597], [-0.143, 0.986, 1.687], [-0.996, 1.847, 0.387], [-1.721, 0.294, 1.141], [-0.616, 0.271, -2.255], [-2.003, 0.281, -0.987], [-1.216, -1.313, -1.567], [-0.523, -1.757, 0.673], [0.835, -1.766, -0.390], [0.911, -1.199, 1.385], [2.178, 0.599, 1.246]]
}

***

What should be chosen as the least stable of them? Choose #Q.